# 1
Entry from the OMol25 dataset: C36H44N4RhSbSe4 as an isolated structure (ωB97M-V/def2-TZVPD).

CARTESIAN COORDINATES (ANGSTROEM)
1 Sb -2.793 2.144 0.938
2 Rh 0.455 -1.009 -0.400
3 Se -4.344 0.449 1.745
4 Se -0.352 1.111 0.365
5 Se -1.818 3.580 2.620
6 Se -3.397 3.235 -1.144
7 N 0.776 -1.793 1.433
8 N 2.369 -0.323 -0.432
9 N -1.393 -1.812 -0.406
10 N 0.244 -0.487 -2.334
11 C 4.300 0.637 0.362
12 C 1.972 -1.834 2.088
13 C 3.020 -3.124 4.097
14 C -0.542 -3.402 5.489
15 C 5.955 1.474 -2.594
16 C 2.394 0.600 -2.678
17 C 3.203 -0.259 0.644
18 C 1.208 0.050 -3.134
19 C -2.047 -1.231 -2.668
20 C 4.111 1.099 -0.905
21 C -4.910 -1.899 -1.664
22 C -1.446 -2.701 1.845
23 C -1.363 -2.352 -5.957
24 C -4.512 -2.838 1.383
25 C 6.560 -0.053 1.246
26 C -5.213 -3.163 -2.476
27 C -0.492 -0.491 -4.507
28 C -0.091 -2.571 2.133
29 C -2.331 -1.632 -1.378
30 C -0.810 -0.799 -3.129
31 C -3.643 -2.000 -0.883
32 C -0.032 -4.119 4.236
33 C 2.895 0.487 -1.390
34 C -3.476 -2.416 0.394
35 C 1.269 1.982 -6.018
36 C 3.059 -1.028 1.787
37 C -1.350 -0.846 -5.679
38 C 1.872 -2.716 3.228
39 C 5.410 0.957 1.313
40 C 0.762 0.034 -4.510
41 C 1.559 0.516 -5.682
42 C -4.696 -4.358 1.445
43 C 0.591 -3.173 3.256
44 C 4.922 2.107 -1.657
45 C 3.990 -4.067 3.379
46 C -2.061 -2.278 0.688
47 H -3.778 -4.857 1.768
48 H 2.625 0.392 -5.476
49 H -4.957 -4.764 0.465
50 H -0.992 -0.314 -6.564
51 H -1.651 -2.903 -5.061
52 H -5.455 -2.352 1.128
53 H -5.380 -4.017 -1.817
54 H -2.076 -3.157 2.598
55 H -0.860 -4.647 3.756
56 H 1.340 -0.107 -6.554
57 H 2.635 -3.612 4.996
58 H 5.432 2.761 -0.945
59 H 4.315 -3.632 2.433
60 H -4.237 -2.445 2.363
61 H 2.974 1.180 -3.386
62 H 1.555 2.631 -5.189
63 H -2.374 -0.502 -5.506
64 H -1.352 -2.716 5.239
65 H -6.104 -3.030 -3.096
66 H -2.064 -2.603 -6.756
67 H -5.727 -1.689 -0.971
68 H -4.852 -1.037 -2.332
69 H -5.491 -4.627 2.145
70 H -4.377 -3.414 -3.133
71 H 6.604 2.232 -3.041
72 H 7.089 0.026 0.294
73 H 5.466 0.929 -3.403
74 H 3.851 -0.977 2.525
75 H 4.874 -4.270 3.988
76 H 5.792 1.958 1.097
77 H 7.282 0.107 2.050
78 H 6.582 0.764 -2.052
79 H 3.502 -5.018 3.154
80 H 3.565 -2.237 4.437
81 H 5.014 0.989 2.331
82 H -0.910 -4.113 6.234
83 H 0.697 -4.884 4.521
84 H 0.255 -2.811 5.943
85 H 6.179 -1.073 1.325
86 H 0.202 2.130 -6.190
87 H -0.368 -2.695 -6.250
88 H -2.867 -1.227 -3.376
89 H 4.250 2.747 -2.234
90 H 1.812 2.303 -6.910

The gap between HOMO and LUMO is 4.6377 eV. As for the net charge: -2. The LUMO energy is 3.6 eV. As for the molecular weight: 1073.28 g mol⁻¹.

Mulliken atomic charge list, values in e, 6 entries: number 1, Sb, carries 0.5923; number 2, Rh, carries 0.5309; number 3, Se, carries -0.6392; number 4, Se, carries -0.0668; number 5, Se, carries -0.7146; number 6, Se, carries -0.7540

***

# 2
Entry from the OMol25 dataset: an isolated ion of composition C5H6N and charge +1 at a distorted geometry (ωB97M-V/def2-TZVPD).

CARTESIAN COORDINATES (ANGSTROEM)
1 N -2.436 -0.162 0.009
2 C 1.219 0.392 -0.198
3 C -3.566 -0.418 -0.131
4 C 2.406 -0.510 -0.072
5 C -1.314 0.483 0.426
6 C 0.006 0.335 0.144
7 H 2.655 -0.560 -1.021
8 H -1.490 1.224 1.196
9 H 2.237 -1.440 0.474
10 H 1.618 1.201 -0.726
11 H 3.163 -0.036 0.508
12 H -4.497 -0.509 -0.608

The gap between HOMO and LUMO is 8.8722 eV. As for the net charge: +1. The calculation puts the relative energy (zero: lowest compared OMol25 entry of this formula, charge and spin) at 426.2 kJ/mol. The LUMO energy is -5.5 eV. As for the molecular weight: 80.11 g mol⁻¹.

Mulliken atomic charge list, values in e, 6 entries: number 1, N, carries 0.0344; number 2, C, carries -0.0297; number 3, C, carries 0.1242; number 4, C, carries -1.0420; number 5, C, carries -0.4429; number 6, C, carries 0.2080

***

# 3
Entry from the OMol25 dataset: C3H4N2 as an isolated structure at a distorted geometry (ωB97M-V/def2-TZVPD).

CARTESIAN COORDINATES (ANGSTROEM)
1 N -0.693 0.811 0.530
2 N 3.049 -0.149 0.124
3 C -0.010 0.286 -0.583
4 C -0.785 -0.561 0.366
5 C 1.969 0.063 -0.163
6 H -0.166 0.552 -1.543
7 H -0.087 -1.196 1.056
8 H -1.726 -1.036 0.082
9 H -1.552 1.231 0.131

The gap between HOMO and LUMO is 11.0541 eV. The calculation puts the relative energy (zero: lowest compared OMol25 entry of this formula, charge and spin) at 399.8 kJ/mol. The LUMO energy is 0.4 eV. As for the molecular weight: 68.08 g mol⁻¹.

Mulliken atomic charge list, values in e, 6 entries: number 1, N, carries -0.4313; number 2, N, carries -0.3585; number 3, C, carries -0.0977; number 4, C, carries -0.2710; number 5, C, carries 0.0006; number 6, H, carries 0.4214

***

# 4
Entry from the OMol25 dataset: a 9-piece molecular cluster, C25H71O36P7S2 overall at a distorted geometry (ωB97M-V/def2-TZVPD).

CARTESIAN COORDINATES (ANGSTROEM)
1 S -0.960 0.552 -1.851
2 S -2.321 2.365 4.961
3 P -0.986 -2.976 5.440
4 P -5.492 0.143 0.144
5 P 1.108 5.493 -6.881
6 P 4.389 1.308 -2.916
7 P 0.772 -4.625 1.328
8 P 0.434 -2.947 -6.554
9 P 2.907 2.614 5.994
10 O 0.317 0.046 -1.072
11 O 2.481 5.027 -6.031
12 O -5.704 0.808 1.407
13 O -1.650 0.966 -0.369
14 O -0.756 1.786 -2.571
15 O -2.145 2.156 3.347
16 O 4.825 -0.256 -3.186
17 O 1.610 -3.813 -6.814
18 O -0.068 -4.383 5.377
19 O -5.638 1.074 -1.172
20 O 4.147 2.310 5.240
21 O -2.269 -2.926 4.710
22 O 0.241 -1.907 5.157
23 O -3.727 3.291 4.777
24 O 1.324 4.982 -8.448
25 O -4.078 -0.657 -0.081
26 O 2.844 3.838 7.105
27 O 0.904 -1.373 -6.161
28 O 2.049 -5.519 1.722
29 O 3.685 1.996 -4.062
30 O -0.580 -3.290 -5.284
31 O 1.768 3.242 4.991
32 O 3.553 1.244 -1.614
33 O 0.689 6.934 -6.793
34 O -0.071 4.539 -6.336
35 O 0.709 -4.974 -0.241
36 O -6.544 -0.962 -0.262
37 O 5.702 2.082 -2.457
38 O -0.651 -2.753 -7.702
39 O -1.197 3.134 5.495
40 O -1.214 -2.742 7.084
41 O -0.544 -5.411 1.915
42 O 2.012 1.458 6.637
43 O -2.625 1.015 5.496
44 O 0.962 -3.166 1.641
45 O -1.739 -0.565 -2.499
46 C -0.663 0.798 0.726
47 C -2.818 3.202 2.692
48 C 3.953 -1.337 -3.360
49 C 1.837 -4.488 -1.020
50 C -1.849 -4.956 1.633
51 C -0.107 4.073 -4.971
52 C -7.822 -1.032 0.377
53 C -0.150 -4.173 -4.181
54 C -3.561 -1.416 0.997
55 C 6.448 1.537 -1.354
56 C -0.457 -3.019 -9.081
57 C 3.437 5.986 -5.592
58 C 1.695 2.786 3.517
59 C 0.813 1.704 7.470
60 C -5.659 0.402 -2.429
61 C 0.220 -0.292 0.264
62 C -4.126 3.458 3.414
63 C 0.248 -1.181 3.976
64 C 2.248 -5.785 3.093
65 C 2.922 2.538 -1.271
66 C -0.046 -0.500 -5.608
67 C -1.715 -1.514 7.697
68 C 1.068 3.631 -8.909
69 C -0.588 -5.589 5.862
70 C 3.817 4.799 7.137
71 H 1.190 -0.206 0.753
72 H 0.193 0.389 -5.023
73 H 4.049 -1.911 -2.438
74 H -0.823 -4.999 -3.951
75 H 2.337 2.874 -2.127
76 H -0.642 -1.053 -4.882
77 H 3.293 -5.925 3.369
78 H -8.626 -0.699 -0.280
79 H -8.067 -2.080 0.549
80 H -2.919 2.938 1.640
81 H 0.090 -6.204 6.453
82 H 5.962 1.700 -0.392
83 H -0.134 1.323 7.088
84 H -0.141 -1.318 0.336
85 H -0.351 -1.480 3.115
86 H 2.857 6.710 -5.019
87 H -1.438 -3.226 -9.508
88 H 3.904 6.511 -6.425
89 H 1.890 -5.013 3.774
90 H -2.038 -1.773 8.705
91 H -1.043 3.549 -4.777
92 H 7.430 2.005 -1.297
93 H 0.784 3.010 -8.060
94 H 3.758 3.186 -1.006
95 H 0.236 3.712 -9.609
96 H 1.936 3.288 -9.473
97 H 1.629 3.655 2.862
98 H 1.968 -5.353 -1.670
99 H -4.765 4.340 3.370
100 H -5.868 1.231 -3.106
101 H 2.778 -4.426 -0.473
102 H -3.773 -0.838 1.896
103 H 1.783 -3.519 -1.518
104 H -4.772 2.638 3.100
105 H -0.705 -0.167 -6.410
106 H -1.131 -0.594 7.711
107 H 0.810 -4.641 -4.396
108 H -0.028 1.606 1.090
109 H -0.120 -2.104 -9.568
110 H 1.725 -6.692 3.394
111 H 4.578 4.293 7.731
112 H 0.735 3.418 -4.746
113 H 0.614 2.768 7.601
114 H 6.407 0.449 -1.309
115 H -4.674 0.010 -2.681
116 H -2.376 -5.202 2.554
117 H -0.917 0.239 1.626
118 H 4.244 5.535 -5.015
119 H -0.880 -6.303 5.092
120 H -2.575 -1.270 7.075
121 H -1.385 -5.444 6.591
122 H 2.580 2.219 3.227
123 H -0.054 4.816 -4.176
124 H -6.402 -0.395 -2.468
125 H 0.917 1.322 8.486
126 H 0.849 2.099 3.512
127 H 4.141 -1.903 -4.272
128 H 0.112 -3.496 -3.368
129 H 3.248 5.587 7.632
130 H -2.255 4.131 2.788
131 H 0.107 -0.117 4.167
132 H -7.788 -0.478 1.315
133 H 2.901 -1.053 -3.399
134 H 2.183 2.449 -0.475
135 H -3.957 -2.431 0.960
136 H 1.260 -1.156 3.570
137 H -2.485 -1.420 1.170
138 H -2.467 -5.407 0.857
139 H 0.274 -3.815 -9.223
140 H -1.987 -3.885 1.485
141 H 4.219 5.210 6.211

Its multiplicity is 2. The gap between HOMO and LUMO (spin up / spin down) is 8.4133 / 1.4687 eV. As for the net charge: +1. The LUMO energy (spin up / spin down) is -2.9 / -9.8 eV. As for the expectation value of S²: 0.76. As for the molecular weight: 1228.76 g mol⁻¹.

Mulliken atomic charge list, values in e, 6 entries: number 1, S, carries 0.9602; number 2, S, carries 0.9911; number 3, P, carries 1.3624; number 4, P, carries 0.9203; number 5, P, carries 0.7015; number 6, P, carries 0.5025

***

# 5
Entry from the OMol25 dataset: C32H31AsBiF3IOSTe as an isolated structure (ωB97M-V/def2-TZVPD).

CARTESIAN COORDINATES (ANGSTROEM)
1 Bi -0.514 -2.214 0.211
2 I -0.383 -4.135 -1.899
3 Te -3.706 -1.930 -0.196
4 As 2.429 -2.321 0.039
5 S -0.787 1.055 2.511
6 F 0.458 5.295 -5.848
7 F 2.336 5.430 -4.791
8 F 2.173 4.173 -6.545
9 O -1.093 -0.232 1.776
10 C -0.029 2.682 -2.595
11 C 0.836 1.596 2.001
12 C -0.236 -0.614 -1.235
13 C 3.191 -4.101 0.026
14 C 0.350 3.710 -3.436
15 C 3.076 -1.549 -1.611
16 C -1.760 2.296 1.672
17 C 2.401 2.236 0.310
18 C -3.085 -3.298 2.281
19 C -1.814 -5.720 2.779
20 C 1.785 1.797 2.992
21 C 1.132 1.810 0.659
22 C -2.593 4.532 1.578
23 C -2.432 1.962 0.509
24 C -2.493 -5.529 1.583
25 C 0.008 0.300 -1.987
26 C 1.493 2.135 -4.860
27 C -3.130 -4.321 1.329
28 C -3.193 2.936 -0.126
29 C 1.113 3.434 -4.564
30 C 3.358 2.455 1.298
31 C -3.858 -4.054 0.037
32 C 3.482 -1.422 1.395
33 C -3.758 -1.991 1.946
34 C 1.523 4.582 -5.449
35 C 1.116 1.102 -4.017
36 C -1.836 3.568 2.223
37 C -1.773 -4.706 3.726
38 C 3.055 2.235 2.632
39 C -2.408 -3.496 3.478
40 C -3.270 4.215 0.406
41 C 0.358 1.369 -2.878
42 H 1.534 1.624 4.031
43 H 2.079 1.931 -5.745
44 H -1.312 -6.660 2.968
45 H -3.727 2.693 -1.036
46 H 0.052 4.728 -3.221
47 H -3.230 -1.130 2.345
48 H -2.346 0.961 0.106
49 H 2.983 -4.590 0.976
50 H 2.574 -2.036 -2.446
51 H 4.269 -4.037 -0.123
52 H 4.154 -1.688 -1.689
53 H -3.407 -4.554 -0.815
54 H 1.401 0.083 -4.240
55 H -3.867 4.969 -0.089
56 H -1.310 3.803 3.141
57 H 4.345 2.804 1.021
58 H 0.375 1.647 -0.096
59 H -2.662 5.528 1.993
60 H -4.802 -1.964 2.257
61 H 3.166 -0.383 1.475
62 H 4.538 -1.463 1.129
63 H 2.833 -0.488 -1.621
64 H -2.371 -2.700 4.212
65 H 3.801 2.407 3.396
66 H 2.737 -4.676 -0.778
67 H -0.630 2.889 -1.718
68 H -1.241 -4.854 4.657
69 H 2.639 2.417 -0.731
70 H -2.514 -6.315 0.838
71 H -4.917 -4.304 0.091
72 H 3.332 -1.917 2.353

The gap between HOMO and LUMO is 7.8869 eV. As for the net charge: +1. The calculation puts the relative energy (zero: lowest compared OMol25 entry of this formula, charge and spin) at 6.7 kJ/mol. The LUMO energy is -2.9 eV. As for the molecular weight: 1059.07 g mol⁻¹.

Mulliken atomic charge list, values in e, 6 entries: number 1, Bi, carries 1.2031; number 2, I, carries -0.3744; number 3, Te, carries 0.0680; number 4, As, carries 0.1183; number 5, S, carries -0.1571; number 6, F, carries -0.2510

***

# 6
Entry from the OMol25 dataset: C29H45Cl3GeLaN2O6 as an isolated structure at a distorted geometry (ωB97M-V/def2-TZVPD).

CARTESIAN COORDINATES (ANGSTROEM)
1 La 0.024 0.254 0.008
2 Ge 1.473 -1.393 -2.286
3 Cl -2.692 6.986 0.527
4 Cl 0.052 1.914 5.189
5 Cl 0.045 -0.947 4.659
6 O 1.362 0.589 -2.133
7 O 1.761 -1.511 -0.318
8 O -0.429 -1.506 -1.922
9 O 0.632 2.729 0.353
10 O -0.719 1.124 2.400
11 O 1.381 0.602 1.973
12 N -0.593 3.829 1.928
13 N 1.636 4.272 1.673
14 C 1.772 1.461 -3.170
15 C 0.744 0.622 4.230
16 C 2.932 4.203 1.045
17 C 3.860 -0.405 0.149
18 C -3.374 -2.894 2.644
19 C -2.297 2.700 -0.909
20 C 0.566 3.545 1.278
21 C -2.029 -3.163 2.471
22 C -3.202 3.059 0.117
23 C 3.055 -1.709 0.223
24 C -1.574 3.757 -1.511
25 C -2.574 5.360 -0.049
26 C -1.699 5.057 -1.085
27 C 3.805 -2.801 -0.552
28 C -2.676 -2.290 -2.178
29 C 0.690 1.545 -4.255
30 C 2.005 2.852 -2.563
31 C 3.072 0.983 -3.832
32 C -3.908 -1.752 2.081
33 C -1.230 -2.317 1.709
34 C -0.849 -3.861 -1.506
35 C -3.106 -0.897 1.336
36 C -1.189 -2.626 -2.346
37 C -3.344 4.362 0.537
38 C -0.923 -2.939 -3.826
39 C -2.138 1.346 -1.316
40 C 2.894 -2.146 1.687
41 C -1.757 -1.171 1.106
42 C 0.426 0.814 2.743
43 H 0.227 -4.025 -1.528
44 H -1.117 5.843 -1.543
45 H -1.597 -4.043 2.927
46 H -1.653 -3.652 -4.198
47 H 1.017 2.178 -5.077
48 H 4.709 -3.088 -0.021
49 H -3.789 2.285 0.591
50 H 3.167 -3.674 -0.672
51 H 1.210 3.088 -1.858
52 H 3.864 -2.264 2.163
53 H -4.955 -1.521 2.216
54 H 3.146 5.114 0.481
55 H 3.451 1.734 -4.521
56 H -4.030 4.607 1.334
57 H 1.486 4.992 2.361
58 H -1.336 3.154 1.810
59 H 4.073 -2.427 -1.540
60 H -3.282 -3.138 -2.488
61 H 2.931 3.354 0.366
62 H -1.712 1.179 -2.299
63 H 0.078 -3.350 -3.955
64 H 2.900 0.061 -4.384
65 H -3.994 -3.569 3.217
66 H 3.368 0.379 0.722
67 H 3.823 0.792 -3.071
68 H -0.552 4.273 2.830
69 H 3.700 4.064 1.806
70 H 2.328 -1.398 2.238
71 H 0.490 0.544 -4.638
72 H -2.928 -1.429 -2.792
73 H -0.233 1.956 -3.849
74 H 1.822 0.583 4.404
75 H -0.182 -2.588 1.580
76 H 4.867 -0.550 0.534
77 H 3.927 -0.090 -0.892
78 H -2.957 0.681 -1.064
79 H -1.352 -4.739 -1.903
80 H -0.996 -2.022 -4.406
81 H 2.953 2.868 -2.029
82 H 2.029 3.606 -3.346
83 H -1.157 -3.711 -0.475
84 H -2.893 -2.063 -1.135
85 H 2.367 -3.097 1.740
86 H -0.901 3.536 -2.325
87 H -3.571 -0.005 0.935

Its multiplicity is 2. The gap between HOMO and LUMO (spin up / spin down) is 7.5042 / 5.3845 eV. The calculation puts the relative energy (zero: lowest compared OMol25 entry of this formula, charge and spin) at 65.1 kJ/mol. The LUMO energy (spin up / spin down) is 0.2 / -1.9 eV. As for the expectation value of S²: 0.79. As for the molecular weight: 835.56 g mol⁻¹.

Mulliken atomic charge list, values in e, 6 entries: number 1, La, carries 3.0862; number 2, Ge, carries -0.0183; number 3, Cl, carries -0.2092; number 4, Cl, carries -0.2028; number 5, Cl, carries -0.1479; number 6, O, carries 0.3098

***

# 7
Entry from the OMol25 dataset: one molecule with the formula C6H10O2 at a distorted geometry (ωB97M-V/def2-TZVPD).

CARTESIAN COORDINATES (ANGSTROEM)
1 O -2.235 -1.810 -0.823
2 O 1.264 -0.970 -0.310
3 C 0.512 -0.542 1.889
4 C -0.920 0.129 -0.070
5 C -1.619 -0.891 -0.453
6 C 1.531 -0.561 -1.627
7 C 0.509 -0.048 0.444
8 C -1.496 1.523 -0.059
9 H 0.988 0.946 0.390
10 H 0.610 -0.453 -2.210
11 H -0.922 2.174 -0.718
12 H 2.075 0.392 -1.643
13 H 1.533 -0.591 2.258
14 H 2.150 -1.339 -2.070
15 H -1.459 1.935 0.949
16 H 0.078 -1.537 1.931
17 H -0.066 0.130 2.517
18 H -2.530 1.512 -0.394

The gap between HOMO and LUMO is 9.4864 eV. The calculation puts the relative energy (zero: lowest compared OMol25 entry of this formula, charge and spin) at 135.5 kJ/mol. The LUMO energy is 0.9 eV. As for the molecular weight: 114.14 g mol⁻¹.

Mulliken atomic charge list, values in e, 6 entries: number 1, O, carries -0.4538; number 2, O, carries -0.4008; number 3, C, carries -1.3834; number 4, C, carries 0.1109; number 5, C, carries 0.6331; number 6, C, carries -0.7039

***

Question: The lowest molecular weight belongs to which entry?
Answer: C3H4N2

***

Question: Number 4 is which compound?
Answer: C25H71O36P7S2